Record 1
ORCA calculation (ωB97M-V/def2-TZVPD) on C5H8O2 in the gas phase.

XYZ file:
```
15
C5H8O2 ωB97M-V/def2-TZVPD
C 0.3075 1.5794 -0.6950
C -0.2054 0.1460 -0.6638
O 0.7426 -0.8906 -0.8056
C 0.7525 -1.6512 0.3943
C -0.5837 -1.3008 1.0395
O -0.7576 0.0358 0.6314
C -0.9008 2.4344 -0.6902
H 1.0963 1.7276 0.0591
H 0.7284 1.8399 -1.6872
H -0.9713 0.0273 -1.4429
H 1.5934 -1.3363 1.0251
H 0.8542 -2.7144 0.1566
H -1.4073 -1.9237 0.6644
H -0.5672 -1.3286 2.1317
H -0.6815 3.3551 -0.1173
```

Record 2
ORCA calculation (ωB97M-V/def2-TZVPD) on a molecular structure, C5H8O2 at a distorted geometry.

XYZ file:
```
15
C5H8O2 ωB97M-V/def2-TZVPD
C -1.5507 0.4492 0.0309
C -0.2522 0.2838 0.7957
C 0.7674 1.1082 0.3373
C 1.3520 0.4145 -0.8316
C 0.2792 -1.0845 0.6800
H -2.2265 1.4152 0.0023
H -0.3479 0.4155 2.1594
H 1.4017 1.2119 1.1241
H 0.4322 2.5187 0.0086
H 2.2155 0.6509 -0.6739
H 0.7928 0.8924 -1.7051
H -0.3474 -2.1024 0.5577
H 1.1655 -1.3508 1.3935
O -2.0261 -0.3847 -0.6525
O 1.1936 -0.9501 -0.4650
```

Record 3
ORCA calculation (ωB97M-V/def2-TZVPD) on a molecular structure, C5H8O2.

XYZ file:
```
15
C5H8O2 ωB97M-V/def2-TZVPD
C -1.8431 -0.4392 -0.0052
C -0.5262 0.2968 0.0291
O -0.8048 1.6234 -0.2461
C 0.5746 0.1633 1.0160
C 1.7940 -0.0427 0.1484
C 0.7576 -0.6199 -0.8422
O 0.8171 -0.9115 -2.0193
H -2.5702 0.0770 0.6310
H -2.2219 -0.4381 -1.0311
H -1.7329 -1.4684 0.3388
H 0.0215 2.1159 -0.3478
H 0.5977 0.8145 1.8998
H 0.2993 -1.3088 0.1034
H 2.2885 0.8891 -0.1740
H 2.5487 -0.7514 0.4992
```

What are the electronic energy values for these records? In order: -345.62299; -345.58357; -345.60353 a.u..
What are the energy relative to the best compared isomer or geometry (same formula, charge and spin) values for these records? In order: 477.8; 581.2; 528.8 kJ/mol.